{"formula": "C15H23FIN3O4", "method": "ωB97M-V with the def2-TZVPD basis set", "smiles": "COCC(=O)O[C@@H](CCCF)CC(=O)I.CC#N.CC#N.CC#N", "de_lowest_ev": 8.051, "homo_lumo_gap_ev": 9.72, "total_energy_ev": -39396.5766, "molar_mass_g_mol": 455.27, "symbols": ["C", "O", "C", "C", "O", "O", "C", "C", "C", "C", "F", "C", "C", "O", "I", "H", "H", "H", "H", "H", "H", "H", "H", "H", "H", "H", "H", "H", "H", "C", "C", "N", "H", "H", "H", "C", "C", "N", "H", "H", "H", "C", "C", "N", "H", "H", "H"], "xyz": [[0.4017, -4.0874, 1.8182], [0.9665, -3.3820, 0.6230], [-0.0099, -2.2821, 0.3558], [0.5755, -1.1838, -0.7497], [1.9003, -1.0198, -0.7854], [-0.3991, -0.5157, -1.6259], [-0.9795, 0.6935, -0.9520], [-1.1515, 1.8134, -2.1663], [0.3270, 2.3935, -2.6882], [0.0997, 4.0045, -2.9596], [0.4245, 4.7918, -1.7421], [-2.4148, 0.1909, -0.3138], [-3.3897, 1.3998, 0.2109], [-4.7272, 1.2123, 0.0334], [-2.7710, 3.2523, 1.1967], [1.1108, -4.9614, 2.1968], [-0.6704, -4.5024, 1.5883], [0.2850, -3.3477, 2.7475], [-1.0461, -2.7131, -0.0508], [-0.1747, -1.6906, 1.3567], [-0.2489, 1.1763, -0.1722], [-1.8496, 2.7098, -1.8867], [-1.5758, 1.2069, -3.1002], [0.6935, 1.8660, -3.6764], [1.1631, 2.2333, -1.8690], [0.8124, 4.3886, -3.8163], [-1.0125, 4.1876, -3.2880], [-2.9955, -0.3370, -1.2137], [-2.2640, -0.5965, 0.5446], [4.7851, 1.3923, 0.6811], [3.5183, 2.0781, 0.1961], [2.4673, 2.6469, -0.2062], [4.6140, 0.9451, 1.6642], [5.0763, 0.6067, -0.0216], [5.5973, 2.1205, 0.7576], [-3.2841, 2.2681, 5.5868], [-3.1574, 0.9137, 4.9085], [-3.0524, -0.2099, 4.3460], [-4.1777, 2.2875, 6.2166], [-2.4053, 2.4569, 6.2096], [-3.3624, 3.0566, 4.8331], [2.0830, -4.2303, -2.0647], [1.9890, -5.2246, -3.2105], [1.9112, -6.0493, -4.1612], [3.1026, -3.8426, -1.9901], [1.3968, -3.3965, -2.2373], [1.8185, -4.7201, -1.1234]], "forces_ev_per_angstrom": [[-0.12, -0.14, 1.12], [-2.69, 1.04, 1.53], [-0.22, 0.36, -0.64], [5.58, -0.12, 0.30], [-8.62, -0.55, -0.34], [2.30, -0.30, 3.15], [-0.78, 1.37, -0.34], [0.83, -1.38, -0.84], [-0.50, 0.71, 0.63], [0.86, -0.52, -0.43], [-0.94, -1.56, -2.33], [0.19, 0.47, -0.84], [-7.50, -2.77, -1.60], [8.94, 1.48, 1.25], [-0.07, -1.26, -0.64], [-1.40, 1.94, -1.32], [2.06, 0.65, 0.30], [0.32, -1.37, -2.08], [2.24, 0.90, 0.91], [0.15, -0.97, -1.90], [-1.29, -1.24, -1.32], [1.29, -1.90, -0.32], [0.46, 1.39, 2.13], [-0.97, 1.10, 1.97], [-1.85, 0.51, -1.76], [-1.37, -0.65, 1.90], [2.16, -0.06, 0.93], [1.10, 1.26, 2.15], [-0.32, 1.73, -1.51], [-1.03, 0.57, -0.42], [-6.93, 3.70, -2.65], [8.53, -4.56, 3.43], [-0.09, 0.11, -0.19], [-0.19, 0.16, 0.05], [-0.23, -0.03, -0.05], [0.10, -1.11, -0.54], [0.70, -7.42, -3.75], [-0.80, 9.01, 4.47], [0.13, -0.12, -0.15], [-0.11, -0.14, -0.14], [0.02, -0.23, 0.02], [-0.06, -0.98, -0.99], [-0.49, -5.43, -6.33], [0.61, 6.58, 7.60], [-0.18, -0.08, -0.09], [0.15, -0.23, -0.06], [0.03, 0.09, -0.29]]}